1.
Molecular formula: C18H22NO3
Method: DFT, wB97M-V/def2-TZVPD

The geometry in ORCA input format:
```
! RIJCOSX wB97M-V def2-TZVPD def2/J DEFGRID3
* xyz 1 1
C -3.73911 -3.82275 1.57546
C -3.40687 -2.66870 0.67274
O -2.31601 -1.90018 1.23451
C -2.06928 -0.79579 0.53900
O -2.89000 -0.42380 -0.32700
C -0.70718 -0.07139 0.76589
C -0.06220 -0.31697 -0.60438
O -0.26389 -1.72017 -0.79808
C -1.00378 -2.31874 -1.88176
C 1.46487 -0.11367 -0.82903
C 1.89043 1.00245 -1.56497
C 3.24016 1.37248 -1.57027
C 4.18367 0.57244 -0.88718
C 5.60186 1.04975 -0.78578
C 3.75809 -0.65503 -0.35961
C 2.41071 -1.01529 -0.35608
N -1.00915 1.37154 1.04212
C -1.70102 2.05545 0.09608
C -1.78201 3.43442 0.10110
C -1.13699 4.15603 1.08886
C -0.43850 3.44426 2.06647
C -0.37946 2.06658 2.02668
H -4.49171 -4.46278 1.12163
H -2.87925 -4.44777 1.82899
H -4.22964 -3.42343 2.46248
H -3.12099 -3.00880 -0.32784
H -4.26340 -1.99212 0.58904
H -0.23525 -0.50157 1.67443
H -0.66412 0.39253 -1.22704
H -1.13216 -3.36431 -1.54719
H -2.01855 -1.88383 -1.97347
H -0.41731 -2.27489 -2.82011
H 1.11505 1.59459 -2.04632
H 3.51185 2.27921 -2.11333
H 6.22799 0.34594 -0.22548
H 6.06531 1.25478 -1.75759
H 5.58739 2.00593 -0.25815
H 4.48279 -1.34403 0.07641
H 2.05048 -1.92552 0.10777
H -2.14308 1.47583 -0.70972
H -2.32469 3.89692 -0.72568
H -1.12356 5.26552 1.08133
H 0.13305 3.95951 2.84647
H 0.22545 1.45539 2.69859
*
```

**SMILES**: CCOC(=O)[C@@H]([C@H](OC)c1ccc(C)cc1)[n+]1ccccc1
**Relative energy (zero: lowest compared OMol25 entry of this formula, charge and spin)**: 100.3 kJ/mol
**Calculated total energy**: -979.3051 a.u.
**Gap between HOMO and LUMO**: 0.2695 hartree
**HOMO energy**: -11.6 eV

***

2.
Molecular formula: C5H10
Method: DFT, wB97M-V/def2-TZVPD

The geometry in ORCA input format:
```
! RIJCOSX wB97M-V def2-TZVPD def2/J DEFGRID3
* xyz 0 1
C -1.55604 -0.51602 -0.12766
C -0.76611 0.63578 0.45039
C 0.18037 1.42837 -0.41678
C 0.73776 0.41321 0.56703
C 1.38659 -0.92900 0.00737
H -2.52088 -0.20235 -0.53783
H -0.98926 -0.99653 -0.93007
H -1.74184 -1.26977 0.64717
H -1.35145 1.23110 1.16567
H 0.17893 2.52229 -0.34405
H 0.29351 1.08675 -1.44292
H 1.46404 0.40257 1.34451
H 1.43080 -0.87179 -1.07549
H 0.82082 -1.80572 0.34706
H 2.43274 -1.12890 0.34560
*
```

**SMILES**: C[C@@H]1C[C@@H]1C
**Relative energy (zero: lowest compared OMol25 entry of this formula, charge and spin)**: 176.4 kJ/mol
**Calculated total energy**: -196.4412 a.u.
**Gap between HOMO and LUMO**: 0.4139 hartree
**HOMO energy**: -10.0 eV

***

3.
Molecular formula: C22H20FN3O3S
Method: DFT, wB97M-V/def2-TZVPD

The geometry in ORCA input format:
```
! RIJCOSX wB97M-V def2-TZVPD def2/J DEFGRID3
* xyz 0 1
O -2.75719 1.15309 2.01552
C -1.77003 1.02406 1.31040
C -0.70661 2.06139 1.33023
C -0.29566 2.71867 0.24478
C 0.64600 3.83021 0.21295
C 1.07026 4.51568 1.37916
C 1.96015 5.54356 1.25896
C 2.44364 5.90226 -0.01766
C 3.36280 6.94484 -0.23815
C 3.78272 7.23806 -1.50635
C 3.30248 6.50449 -2.60391
C 2.40868 5.48644 -2.42512
C 1.95575 5.15890 -1.12879
N 1.07564 4.15513 -0.98689
N -1.62709 -0.01570 0.45028
C -0.39096 -0.44169 -0.16476
C 0.07521 -1.75529 0.47868
N -0.96071 -2.76262 0.42307
S -1.09756 -3.60702 -1.01508
O -2.38761 -3.40820 -1.61268
O 0.06674 -3.37721 -1.81378
C -1.05492 -5.29530 -0.40292
C -2.07672 -6.17771 -0.69814
C -2.02265 -7.48151 -0.23250
C -0.94168 -7.90003 0.52761
C 0.08695 -7.02304 0.83100
C 0.01619 -5.72372 0.35879
F 1.00277 -4.86281 0.65656
C -2.21565 -2.32580 0.99839
C -2.67854 -1.00994 0.36770
H -0.40395 2.35664 2.32502
H -0.64924 2.42664 -0.73532
H 0.67801 4.23514 2.34344
H 2.30017 6.09285 2.12664
H 3.72823 7.50584 0.61073
H 4.48859 8.03834 -1.67360
H 3.64919 6.75504 -3.59581
H 2.02773 4.91127 -3.25423
H -0.56511 -0.62016 -1.23207
H 0.37577 0.32229 -0.04489
H 0.33287 -1.59460 1.53026
H 0.93956 -2.15102 -0.05260
H -2.89977 -5.81720 -1.29470
H -2.82034 -8.16976 -0.46395
H -0.89621 -8.91600 0.88874
H 0.93544 -7.32986 1.42173
H -2.95341 -3.10782 0.82089
H -2.06947 -2.19960 2.07572
H -3.55198 -0.61796 0.89145
H -2.91848 -1.18927 -0.68481
*
```

**SMILES**: O=C(/C=C/c1ccc2ccccc2n1)N1CCN(S(=O)(=O)c2ccccc2F)CC1
**Relative energy (zero: lowest compared OMol25 entry of this formula, charge and spin)**: 9.6 kJ/mol
**Calculated total energy**: -1738.3840 a.u.
**Gap between HOMO and LUMO**: 0.3140 hartree
**HOMO energy**: -8.7 eV

***

4.
Molecular formula: C36H47MnN4O10P2
Method: DFT, wB97M-V/def2-TZVPD

The geometry in ORCA input format:
```
! RIJCOSX wB97M-V def2-TZVPD def2/J DEFGRID3
* xyz 0 5
Mn -0.37661 0.32072 0.11629
C 7.34377 -2.10756 -2.82792
O 6.28020 -1.64500 -2.03267
C 6.57795 -1.14780 -0.79070
C 7.85828 -1.02475 -0.27674
C 8.05639 -0.52100 1.00059
C 6.97493 -0.15920 1.77630
C 5.68784 -0.28605 1.27948
C 5.46916 -0.75302 -0.01225
N 4.19940 -0.92183 -0.56246
C 3.01644 -0.29227 -0.21556
N 3.18043 0.91728 0.35069
C 2.27239 1.73865 1.02391
C 0.89488 1.55898 0.99714
C 0.11461 2.39655 1.80554
C 0.68610 3.38512 2.57870
C 2.05615 3.60779 2.53584
C 2.85376 2.79602 1.75310
O 4.22236 2.92185 1.61448
C 4.81703 4.11154 2.07071
N 1.86166 -0.83741 -0.45569
C 1.86553 -1.95239 -1.33044
C 2.05223 -1.64647 -2.68437
C 2.06012 -2.60730 -3.67084
C 1.91340 -3.93867 -3.31664
C 1.74787 -4.26884 -1.98887
C 1.70965 -3.30214 -0.98096
O 1.51083 -3.83283 0.26025
C 1.48428 -3.00895 1.40288
H 6.88946 -2.45616 -3.75320
H 7.87264 -2.93639 -2.34696
H 8.05472 -1.30650 -3.05133
H 8.71594 -1.30968 -0.86483
H 9.06139 -0.42293 1.38172
H 7.12010 0.21947 2.77547
H 4.85104 -0.03912 1.91305
H 4.14270 -1.61030 -1.30228
H 4.12814 1.27186 0.38440
H -0.96662 2.28321 1.82371
H 0.06805 3.99726 3.21613
H 2.49044 4.40250 3.12254
H 5.84362 4.09246 1.70451
H 4.83510 4.16362 3.16436
H 4.29979 4.99055 1.67226
H 2.18063 -0.60157 -2.92882
H 2.18288 -2.31885 -4.70370
H 1.92122 -4.71449 -4.06689
H 1.65728 -5.29779 -1.67646
H 1.20182 -3.66831 2.22311
H 0.75811 -2.20263 1.30307
H 2.46214 -2.57149 1.61722
N -2.95182 -2.23878 1.90049
C -3.11060 -0.98574 2.68662
C -4.03718 -1.12647 3.85825
P -1.36610 -0.59298 3.17995
O -1.10256 -2.02015 3.97221
O -1.15580 0.54625 4.07400
O -0.58250 -0.75003 1.88599
P -3.63239 0.26187 1.39265
O -4.85560 -0.68311 0.77304
O -4.18791 1.51526 1.90769
O -2.53493 0.22592 0.37171
H -2.74181 -3.03990 2.50464
H -2.11819 -2.03493 1.31172
H -3.78569 -2.36976 1.31250
H -3.67377 -1.88027 4.55877
H -5.05596 -1.36005 3.55047
H -4.05067 -0.16877 4.37354
H -0.61225 -1.79288 4.75815
H -5.56087 -0.06764 0.58627
C -0.96446 -0.83916 -3.98825
C -2.14434 -0.87554 -3.01538
C -1.82692 -1.77260 -1.81874
C -2.52463 0.54992 -2.67018
C -3.79016 0.99061 -3.00922
C -4.13770 2.32873 -2.94894
C -3.13954 3.25423 -2.70273
C -1.85954 2.86827 -2.35117
C -0.78408 3.92579 -2.26379
C 0.40124 3.54664 -3.15491
C -0.30408 4.17513 -0.83819
C -1.58248 1.48812 -2.15851
O -0.47824 1.08807 -1.56942
H -0.67161 -1.84467 -4.28253
H -0.11522 -0.35439 -3.51370
H -1.23650 -0.27944 -4.87969
H -3.00660 -1.32188 -3.53253
H -0.92432 -1.40815 -1.29764
H -1.63884 -2.79189 -2.15863
H -2.67350 -1.77504 -1.13385
H -4.51765 0.26814 -3.35614
H -5.15061 2.64788 -3.15583
H -3.35794 4.30917 -2.79140
H -1.22190 4.85533 -2.64741
H 0.84129 2.61553 -2.80338
H 1.16325 4.32274 -3.12367
H 0.08030 3.41697 -4.18666
H 0.30269 3.33307 -0.51307
H -1.14670 4.28175 -0.16055
H 0.29487 5.08323 -0.79506
*
```

**Calculated total energy**: -4205.3755 a.u.
**Gap between HOMO and LUMO (spin up / spin down)**: 0.2341 / 0.2747 hartree
**HOMO energy (spin up / spin down)**: -7.1 / -7.3 eV